1.
{
  "formula": "H28O14",
  "method": "ωB97M-V/def2-TZVPD",
  "homo_lumo_gap_ev": 10.74,
  "fmax_ha_per_bohr": 0.0200,
  "total_energy_ha": -1070.18307,
  "lumo_energy_ev": -0.098,
  "relative_energy_kcal_mol": 11.2,
  "elements": ["O", "H", "H", "O", "H", "H", "O", "H", "H", "O", "H", "H", "O", "H", "H", "O", "H", "H", "O", "H", "H", "O", "H", "H", "O", "H", "H", "O", "H", "H", "O", "H", "H", "O", "H", "H", "O", "H", "H", "O", "H", "H"],
  "coordinates": [[2.208, -2.116, 2.987], [2.130, -1.251, 2.546], [1.827, -1.975, 3.860], [0.893, 0.527, 2.523], [0.108, -0.013, 2.769], [1.075, 1.069, 3.302], [0.465, 0.154, -3.525], [-0.479, 0.029, -3.272], [0.483, 1.044, -3.902], [3.225, 0.351, -2.445], [3.298, 1.290, -2.627], [2.315, 0.111, -2.749], [-0.431, 0.046, -0.130], [0.115, 0.769, -0.477], [0.048, -0.217, 0.673], [-1.984, -2.073, -1.191], [-1.455, -2.388, -1.938], [-1.450, -1.346, -0.795], [3.038, -0.955, 0.132], [3.040, -0.534, -0.759], [3.797, -1.550, 0.130], [-3.343, -0.176, 2.262], [-3.906, -0.615, 1.614], [-2.451, -0.573, 2.140], [1.412, -2.770, -1.616], [2.336, -3.039, -1.624], [1.407, -1.945, -1.103], [-0.956, -1.691, 2.757], [-1.493, -1.846, 3.551], [-0.591, -2.557, 2.516], [-2.364, 0.441, -2.615], [-2.667, -0.363, -2.144], [-3.113, 0.710, -3.166], [-1.419, 3.115, -1.897], [-1.773, 2.228, -2.098], [-0.747, 2.949, -1.221], [0.954, 2.703, -0.211], [1.570, 2.514, 0.515], [1.477, 3.158, -0.883], [-2.237, 2.470, 3.038], [-2.754, 1.698, 2.751], [-1.610, 2.615, 2.321]],
  "mulliken_charge": [-0.64, 0.35, 0.29, -0.61, 0.30, 0.26, -0.63, 0.28, 0.31, -0.67, 0.28, 0.40, -0.11, 0.07, 0.16, -0.72, 0.34, 0.35, -0.52, 0.32, 0.27, -0.70, 0.31, 0.42, -0.62, 0.30, 0.30, -0.64, 0.30, 0.27, -0.61, 0.32, 0.26, -0.66, 0.36, 0.37, -0.60, 0.25, 0.27, -0.65, 0.36, 0.31]
}

2.
{
  "formula": "H28O14",
  "method": "ωB97M-V/def2-TZVPD",
  "homo_lumo_gap_ev": 8.74,
  "fmax_ha_per_bohr": 0.0734,
  "total_energy_ha": -1070.07808,
  "lumo_energy_ev": -1.079,
  "relative_energy_kcal_mol": 77.1,
  "elements": ["O", "H", "H", "O", "H", "H", "O", "H", "H", "O", "H", "H", "O", "H", "H", "O", "H", "H", "O", "H", "H", "O", "H", "H", "O", "H", "H", "O", "H", "H", "O", "H", "H", "O", "H", "H", "O", "H", "H", "O", "H", "H"],
  "coordinates": [[-1.756, 2.772, -2.215], [-2.347, 2.758, -1.421], [-1.625, 1.875, -2.310], [-1.179, 0.774, 2.196], [-1.806, 1.008, 2.919], [-0.553, 1.429, 2.272], [-1.668, 0.124, -2.333], [-2.561, -0.021, -2.558], [-1.335, -0.158, -3.179], [0.168, -2.250, -1.455], [-0.689, -1.768, -1.454], [0.488, -2.253, -0.553], [1.769, 1.851, -3.011], [2.469, 1.233, -3.211], [1.276, 1.262, -2.427], [1.974, -1.015, -2.827], [1.196, -1.366, -2.369], [2.177, -1.822, -3.312], [0.946, -2.849, 1.207], [0.498, -2.176, 1.724], [1.844, -2.860, 1.563], [0.698, 0.297, -0.434], [0.617, 0.256, 0.527], [-0.146, -0.062, -0.632], [0.573, 3.220, -0.528], [0.480, 2.390, -0.984], [0.386, 3.015, 0.399], [-0.565, -1.679, 3.215], [-0.761, -0.758, 2.964], [-1.150, -1.980, 3.906], [3.714, -1.625, 1.353], [3.050, -0.960, 1.588], [3.706, -2.321, 2.018], [1.595, 0.014, 2.230], [1.726, 0.905, 1.891], [1.373, 0.265, 3.129], [-2.484, 1.993, 0.364], [-1.948, 1.187, 0.429], [-3.396, 1.674, 0.203], [-2.036, -1.063, 0.278], [-1.898, -0.495, 1.023], [-2.820, -0.822, -0.185]],
  "mulliken_charge": [-0.64, 0.36, 0.42, -0.58, 0.23, 0.20, -0.57, 0.26, 0.26, -0.75, 0.27, 0.49, -0.69, 0.32, 0.32, -0.61, 0.38, 0.28, -0.64, 0.35, 0.29, -0.16, 0.01, 0.31, -0.60, 0.27, 0.25, -0.65, 0.41, 0.28, -0.67, 0.43, 0.29, -0.62, 0.32, 0.27, -0.68, 0.28, 0.32, -0.54, 0.26, 0.27]
}

3.
{
  "formula": "H28O14",
  "method": "ωB97M-V/def2-TZVPD",
  "homo_lumo_gap_ev": 8.53,
  "fmax_ha_per_bohr": 0.1015,
  "total_energy_ha": -1069.99671,
  "lumo_energy_ev": -0.495,
  "relative_energy_kcal_mol": 128.2,
  "elements": ["H", "H", "H", "H", "H", "H", "H", "H", "H", "H", "H", "H", "H", "H", "H", "H", "H", "H", "H", "H", "H", "H", "H", "H", "H", "H", "H", "H", "O", "O", "O", "O", "O", "O", "O", "O", "O", "O", "O", "O", "O", "O"],
  "coordinates": [[-0.474, 1.369, 0.047], [0.796, 0.390, -0.261], [3.617, 2.450, 4.368], [2.630, 2.126, 3.215], [3.638, -2.531, 0.936], [4.915, -2.059, 0.230], [0.060, 3.039, 4.192], [1.241, 3.327, 3.342], [-3.510, 3.256, -0.716], [-2.479, 2.108, -0.197], [3.046, 1.086, -0.713], [3.938, -0.120, -0.450], [-2.145, -1.037, -2.015], [-1.296, -0.491, -0.768], [-3.989, 1.320, -2.214], [-2.518, 1.117, -2.497], [1.282, -2.356, -0.148], [2.049, -3.533, 0.382], [0.247, 3.046, -0.556], [0.987, 2.571, -1.752], [3.127, 0.129, -3.190], [1.827, -0.575, -3.540], [-0.726, -2.761, -1.650], [-1.573, -3.607, -0.656], [-3.079, -2.947, 2.581], [-2.882, -1.368, 3.028], [-3.769, -2.009, -0.735], [-4.978, -1.690, -0.221], [-0.187, 0.466, 0.001], [3.462, 2.665, 3.438], [4.528, -2.536, 0.984], [0.398, 2.897, 3.290], [-2.690, 2.790, -0.939], [3.816, 0.745, -0.129], [-1.371, -1.101, -1.539], [-3.396, 0.749, -2.708], [1.276, -2.887, 0.610], [0.275, 3.241, -1.455], [2.155, 0.235, -3.130], [-1.596, -3.204, -1.455], [-2.437, -2.214, 2.883], [-4.217, -2.098, 0.108]],
  "mulliken_charge": [0.17, 0.17, 0.33, 0.33, 0.32, 0.31, 0.29, 0.35, 0.29, 0.34, 0.27, 0.24, 0.25, 0.38, 0.32, 0.30, 0.26, 0.32, 0.23, 0.31, 0.31, 0.31, 0.30, 0.28, 0.31, 0.29, 0.29, 0.27, -0.37, -0.68, -0.57, -0.61, -0.65, -0.56, -0.52, -0.64, -0.65, -0.58, -0.59, -0.58, -0.62, -0.55]
}